15
Properties=species:S:1:pos:R:3 method="wB97M-V/def2-TZVPD" homo_lumo_gap_ev=8.26 e_above_lowest_kj_mol=527.1 spin_multiplicity=1 charge=0
N 1.82100 -0.58109 0.59930
N 0.66308 0.10791 0.67574
C 0.43776 1.21101 -0.00997
C -0.83981 1.84712 0.09452
C -1.98609 1.04152 0.38679
N -2.07377 -0.25167 0.24734
N -1.09792 -1.02090 0.53291
N -1.09396 -2.18935 -0.21016
H 1.55498 -1.52593 0.98488
H 2.36782 -0.68610 -0.39023
H 1.16659 1.66965 -0.80275
H -1.03929 2.86327 -0.36109
H -2.91075 1.47850 0.30286
H -1.43780 -2.09681 -1.24374
H -0.13914 -2.68681 0.01560

***

19
Properties=species:S:1:pos:R:3 method="wB97M-V/def2-TZVPD" homo_lumo_gap_ev=8.57 e_above_lowest_kj_mol=277.2 spin_multiplicity=1 charge=+1
C -2.31459 0.41451 -0.42288
C -2.53588 -0.06288 0.95347
C -1.12719 -0.33520 -1.10055
C 1.33329 -0.02681 -0.01806
C 3.99382 -0.56045 0.73870
N 0.16245 0.51180 -0.75441
Se 2.91532 0.62251 -0.39053
H -3.27422 0.38836 -0.96261
H -2.08911 1.45872 -0.46720
H -3.31350 0.58818 1.35776
H -3.00697 -1.02364 1.03671
H -1.12481 -1.36323 -0.59690
H -1.04952 -0.38458 -2.13151
H -1.63304 -0.05754 1.53842
H 3.41725 -1.43649 0.79360
H 5.02592 -0.80588 0.34845
H 4.15845 -0.14589 1.73935
H 0.52028 1.03498 -1.64378
H -0.05795 1.18351 -0.01804

***

28
Properties=species:S:1:pos:R:3 method="wB97M-V/def2-TZVPD" homo_lumo_gap_ev=9.29 e_above_lowest_kj_mol=119.4 spin_multiplicity=1 charge=0
C -3.37676 1.36381 0.26159
C -2.02159 1.63933 0.43457
C -3.89945 0.17574 -0.11176
C -1.00905 0.71967 0.17155
C -1.32746 -0.60325 -0.20430
C 2.56660 1.10322 -0.60018
C 1.13347 1.45545 -0.81693
C 2.54937 -0.18769 0.25602
C 0.51739 0.95399 0.40019
C 0.44485 -1.48841 -0.28316
C 1.09696 -0.44500 0.61371
C 0.17275 -3.02315 0.21384
P -2.89783 -1.23513 -0.29643
H -4.10237 2.10322 0.50452
H -1.67824 2.73217 0.52356
H -4.93181 -0.15356 0.01471
H 3.14338 0.90839 -1.51980
H 3.03511 1.81868 -0.02066
H 1.02856 2.56504 -0.97612
H 0.68569 1.01957 -1.64862
H 3.06389 -0.93298 -0.37500
H 3.23360 -0.04301 1.18371
H 0.71639 1.53871 1.28963
H 0.50973 -1.46799 -1.41887
H 0.93994 -0.83705 1.66289
H 1.21583 -3.39724 0.10917
H -0.50971 -3.36904 -0.50689
H -0.29923 -2.91349 1.13902